The following is a quantum chemistry calculation of C45H48N7O3STeW as an isolated structure, from OMol25.

The geometry in XYZ format:
```
106
Properties=species:S:1:pos:R:3:forces:R:3:mulliken_charge:R:1
W 0.315721 0.648631 -0.299768 -0.1 0.4 0.2 1.44
C 4.746226 0.288923 4.891550 0.0 0.0 0.0 -1.55
C 3.548317 0.256117 3.985626 0.0 0.0 0.0 0.29
C 2.329618 -0.260369 4.443378 0.1 0.0 0.0 -0.47
C 1.198397 -0.271135 3.641616 0.1 0.0 0.2 0.12
C -0.168974 -0.692572 4.123976 -0.1 0.1 0.0 -0.12
O -0.946904 0.169745 4.470578 0.0 0.0 0.0 -0.67
C -0.534363 -2.128537 4.109156 0.0 0.1 0.0 0.59
C 0.110480 -3.024336 3.260601 0.1 -0.1 0.0 0.30
C -0.287274 -4.353845 3.232244 0.0 0.0 0.0 -0.72
C -1.309517 -4.788436 4.066954 0.0 0.0 0.0 -0.59
C -1.944322 -3.896360 4.926005 0.0 0.0 0.0 -0.79
C -1.563324 -2.564928 4.942355 -0.1 -0.1 -0.1 -0.56
C 1.328861 0.234033 2.366539 -0.2 0.0 -0.2 -0.26
O 0.254665 0.217934 1.520089 0.2 -0.2 0.3 0.74
C 2.512702 0.734597 1.858374 0.5 0.1 -0.1 0.48
C 3.632281 0.753537 2.681004 -0.1 0.0 0.1 -0.60
C 2.400736 1.246511 0.467172 -0.4 -0.7 -0.4 -1.04
N 1.489735 2.228840 0.222424 -0.5 -0.2 -0.1 -0.50
C 0.989614 3.160417 1.253075 0.1 0.0 0.0 -0.39
C -0.014088 4.111422 0.625735 0.1 0.2 0.0 -1.00
Te -0.929621 3.059398 -0.973497 -0.1 -0.1 -0.3 0.50
C -2.969799 2.965850 -0.547692 -0.1 0.1 0.2 0.97
C -3.594240 4.063895 0.026834 -0.1 -0.1 0.1 -0.86
C -4.972729 4.037456 0.206822 0.1 0.0 0.0 -0.65
C -5.705461 2.934385 -0.206207 0.0 0.0 0.0 -0.69
C -5.068364 1.852519 -0.801463 0.0 0.0 0.0 -0.59
C -3.691320 1.859047 -0.977628 -0.1 0.1 0.0 -0.37
C 3.340867 0.940604 -0.638434 0.1 0.2 0.3 1.36
C 4.391702 0.037855 -0.459916 0.0 0.0 -0.1 -0.27
C 5.235678 -0.257495 -1.514658 0.0 0.0 0.0 -1.08
C 5.020229 0.302815 -2.772702 0.0 -0.1 0.0 -0.61
C 3.967039 1.179288 -2.962130 -0.1 0.1 0.1 -0.86
C 3.141395 1.521380 -1.895404 0.1 0.0 -0.2 -0.27
H 4.588733 -0.317848 5.780467 0.0 0.0 0.0 0.42
H 4.950661 1.310366 5.216988 0.0 0.0 0.0 0.33
H 5.637630 -0.076914 4.382445 0.0 0.0 0.0 0.38
H 2.269302 -0.646283 5.454237 0.0 0.0 0.0 0.56
H 0.928658 -2.681511 2.634761 0.0 0.0 0.0 0.40
H 0.211836 -5.060537 2.581442 0.0 0.0 0.0 0.42
H -1.597736 -5.831472 4.066290 0.0 0.0 0.0 0.47
H -2.721886 -4.245161 5.592245 0.0 0.0 0.0 0.45
H -2.042406 -1.858159 5.607125 0.0 0.0 0.0 0.54
H 4.570495 1.161755 2.324381 0.0 0.0 0.0 0.71
H 1.840133 3.700984 1.670920 0.0 0.0 0.0 0.67
H 0.511672 2.605735 2.064040 0.0 0.0 0.0 -0.11
H 0.463634 4.957511 0.137873 0.0 0.0 0.1 0.56
H -0.752816 4.477728 1.334154 0.0 -0.1 0.0 0.58
H -3.033127 4.937516 0.336599 0.0 0.0 0.0 0.44
H -5.469313 4.885656 0.658659 0.0 0.0 0.0 0.46
H -6.778895 2.922954 -0.073646 0.0 0.0 0.0 0.45
H -5.649855 0.999037 -1.126374 0.0 0.0 0.0 0.47
H -3.193500 1.006328 -1.426411 0.0 0.0 0.0 0.21
H 4.555826 -0.422949 0.505112 0.0 0.0 0.0 0.54
H 6.071967 -0.927307 -1.360822 0.0 0.0 0.0 0.53
H 5.690195 0.070597 -3.589685 0.0 0.0 0.0 0.48
H 3.807943 1.637241 -3.929138 0.0 0.0 0.0 0.50
H 2.380575 2.275429 -2.046152 0.0 0.0 0.0 0.42
C -2.792592 -2.729720 0.359324 0.1 0.1 0.1 -1.02
N -2.962997 -1.533927 1.199398 -0.1 0.1 0.1 0.35
C -3.823001 -1.602719 2.260911 0.0 0.0 0.0 -0.59
C -4.028843 -0.546692 3.070111 0.1 0.0 -0.1 -1.16
C -3.318886 0.648070 2.752403 -0.1 0.1 0.1 0.30
N -2.458687 0.699293 1.726448 0.0 0.1 0.0 0.70
C -2.280203 -0.369473 0.992346 0.2 -0.5 0.0 -0.07
O -1.426557 -0.395115 0.014672 -0.2 0.4 -0.3 -0.65
N -3.499634 1.758034 3.454422 0.0 0.0 0.0 -0.26
H -3.773036 -3.072909 0.037742 0.0 0.0 0.0 0.45
H -2.294582 -3.503111 0.941809 0.0 0.0 0.0 0.29
H -2.193654 -2.473427 -0.506186 0.0 0.0 0.0 0.23
H -4.311630 -2.557261 2.400215 0.0 0.0 0.0 0.61
H -4.695654 -0.611849 3.915946 0.0 0.0 0.0 0.53
H -4.080876 1.775260 4.275031 0.0 0.0 0.0 0.27
H -2.954104 2.573598 3.234650 0.0 0.0 0.0 0.18
C -2.831623 0.937701 -6.940355 0.1 0.0 0.0 -1.43
C -1.814137 1.464811 -5.987467 0.0 0.0 -0.1 0.64
C -1.147582 2.658641 -6.120609 0.0 -0.1 0.1 -0.98
C -0.236510 3.028328 -5.129219 0.0 0.2 -0.1 0.93
N 0.006779 2.253124 -4.060084 0.0 -0.1 0.2 0.00
C -0.640011 1.119186 -3.934424 0.1 0.0 -0.2 0.14
S -0.357587 -0.055996 -2.685886 0.2 0.1 0.0 -0.60
N -1.538352 0.731506 -4.883907 0.0 0.0 0.0 0.12
C 0.538006 4.297475 -5.222540 0.0 0.0 0.0 -1.21
H -2.702261 1.389006 -7.920459 0.0 0.0 0.0 0.40
H -3.830782 1.190032 -6.578036 0.0 0.0 0.0 0.33
H -2.761763 -0.145624 -7.037998 0.0 0.0 0.0 0.42
H -1.325621 3.285504 -6.981428 0.0 0.0 0.0 0.49
H -2.002109 -0.161080 -4.759175 0.0 0.0 0.0 0.29
H 0.174759 4.944793 -6.015776 0.0 0.0 0.0 0.43
H 1.585743 4.057569 -5.418289 0.0 0.0 0.0 0.28
H 0.502186 4.824219 -4.268864 0.0 0.0 0.0 0.25
C 2.107962 -3.765734 -2.815881 0.0 0.0 0.0 -1.65
C 2.323320 -3.518529 -1.312496 -0.2 0.1 -0.1 1.97
C 1.578802 -4.561965 -0.462733 0.0 -0.1 0.0 -1.64
C 3.816988 -3.497371 -0.970853 0.0 0.0 0.0 -1.58
C 1.724719 -2.212771 -0.986462 0.3 0.0 0.2 -0.24
N 1.256517 -1.207403 -0.689670 0.3 -0.1 0.0 -0.18
H 2.554673 -4.728647 -3.061287 0.0 0.0 0.0 0.45
H 2.592178 -2.996353 -3.416821 0.0 0.0 0.0 0.40
H 1.048145 -3.800691 -3.068883 0.0 0.0 0.0 0.37
H 1.951019 -5.546439 -0.746048 0.0 0.0 0.0 0.46
H 0.503342 -4.538022 -0.640589 0.0 0.0 0.0 0.38
H 1.772858 -4.414531 0.600042 0.0 0.0 0.0 0.34
H 4.218179 -4.485718 -1.194897 0.0 0.0 0.0 0.48
H 3.985991 -3.288099 0.085658 0.0 0.0 0.0 0.34
H 4.347417 -2.762857 -1.571928 0.0 0.0 0.0 0.33
```
Positions in Å, forces in eV/Å.

spin multiplicity = 1
DFT total energy = -3085.15255 a.u.
charge = +3